Here is a structure of composition C21H27N4O2SbSe4SiY in a non-equilibrium geometry from the OMol25 dataset. Energies are from ωB97M-V/def2-TZVPD.

## Properties
Energy relative to the best compared isomer or geometry (same formula, charge and spin), kcal per mole: 59.23
Charge: -1
Highest occupied orbital energy, eV: -3.5

Geometry as XYZ:
```
61
Properties=species:S:1:pos:R:3:lowdin_charge:R:1
Y 0.31 -0.53 0.28 0.9075
O 4.49 4.29 2.08 -0.1040
C 4.97 2.98 1.86 -0.2331
C 3.88 1.95 1.92 -0.1556
C 4.14 0.64 1.60 0.0021
C 3.10 -0.26 1.61 -0.1581
N 1.85 0.07 1.91 -0.0706
C 1.58 1.36 2.16 -0.2669
C 2.56 2.31 2.23 0.0503
C 0.12 1.76 2.22 -0.2085
C -0.42 2.47 3.28 0.0540
C -1.77 2.80 3.27 -0.1728
C -2.41 3.47 4.46 -0.2000
O -1.60 3.47 5.62 -0.0561
C -2.51 2.49 2.14 -0.0044
C -1.88 1.82 1.11 -0.0888
N -0.62 1.39 1.18 -0.0272
H 4.13 4.55 1.21 -0.0128
H 5.72 2.75 2.62 0.1299
H 5.42 2.89 0.87 0.1229
H 5.13 0.34 1.28 0.1341
H 3.28 -1.29 1.33 0.1181
H 2.33 3.35 2.42 0.1345
H 0.22 2.76 4.10 0.1329
H -3.38 3.00 4.64 0.1236
H -2.60 4.52 4.22 0.1346
H -1.41 2.55 5.86 0.0913
H -3.55 2.78 2.06 0.1256
H -2.40 1.60 0.18 0.1314
C 0.86 -1.23 -3.66 -0.0662
C -0.31 -1.75 -2.89 -0.2931
C -1.42 -2.23 -3.55 -0.0449
C -2.50 -2.71 -2.82 -0.0719
C -2.47 -2.70 -1.44 -0.0384
C -1.33 -2.19 -0.79 -0.4239
N -0.27 -1.74 -1.53 -0.0166
N -1.15 -2.05 0.59 -0.2121
Si -2.18 -2.37 1.93 0.3141
C -2.54 -4.17 2.19 -0.1807
C -1.23 -1.74 3.40 -0.1755
C -3.79 -1.46 1.90 -0.1713
H 0.94 -1.75 -4.61 0.0853
H 1.79 -1.33 -3.12 0.0516
H 0.74 -0.17 -3.87 0.0154
H -1.44 -2.23 -4.63 0.1114
H -3.37 -3.10 -3.34 0.1062
H -3.30 -3.08 -0.85 0.0908
H -1.60 -4.74 2.29 0.0325
H -3.10 -4.60 1.35 0.0259
H -3.13 -4.32 3.11 0.0311
H -0.18 -2.05 3.37 0.0291
H -1.66 -2.12 4.34 0.0360
H -1.26 -0.64 3.46 0.0168
H -4.44 -1.80 1.08 0.0289
H -3.63 -0.39 1.78 0.0082
H -4.34 -1.62 2.84 0.0364
Se 3.30 4.37 -1.30 -0.2107
Sb 2.74 2.42 -2.71 -0.3540
Se 1.49 0.92 -1.03 0.2100
Se 4.59 0.94 -3.26 -0.3225
Se 0.97 2.77 -4.34 -0.2817
```

Here is a cluster of 2 separate species, C4H2F4 in total in a non-equilibrium geometry from the OMol25 dataset. Energies are from ωB97M-V/def2-TZVPD.

## Properties
Energy relative to the best compared isomer or geometry (same formula, charge and spin), kcal per mole: 118.94
Charge: 0
Highest occupied orbital energy (alpha / beta), eV: -10.9 / -10.2

Geometry as XYZ:
```
10
Properties=species:S:1:pos:R:3:lowdin_charge:R:1
C -2.35 0.50 -1.76 -0.0505
C -1.39 0.09 -1.14 0.0650
C 1.14 -0.58 -0.08 0.0423
C 0.79 0.14 1.14 -0.6056
F 1.99 -0.06 -0.97 0.1002
F 0.09 -0.60 1.99 0.1569
F 1.91 0.56 1.89 0.0839
F 0.03 1.23 1.01 0.1290
H -3.31 0.31 -2.04 -0.0268
H 1.10 -1.59 -0.04 0.1057
```

Here is a cluster of 14 separate species, C45H88N7O28 in total in a non-equilibrium geometry from the OMol25 dataset. Energies are from ωB97M-V/def2-TZVPD.

## Properties
Expectation value of S²: 0.797
Charge: -4
Spin multiplicity: 2
Highest occupied orbital energy, eV: 3.2

Geometry as XYZ:
```
168
Properties=species:S:1:pos:R:3:lowdin_charge:R:1
C -2.01 1.61 -0.71 -0.0630
C -1.19 0.59 0.08 -0.1647
N 0.19 1.00 0.53 -0.0145
C 0.72 2.36 0.69 0.0532
C 1.90 2.22 1.35 -0.0113
N 2.09 0.93 1.73 -0.0373
C 1.04 0.16 1.21 0.0136
C 3.00 0.53 2.78 0.0064
H -2.03 2.58 -0.22 0.0817
H -2.99 1.14 -0.82 0.0573
H -1.65 1.65 -1.74 0.0578
H -1.05 -0.29 -0.54 0.0908
H -1.79 0.27 0.94 0.1130
H 0.11 3.16 0.31 0.1005
H 2.59 3.02 1.59 0.1289
H 0.84 -0.84 1.55 0.1439
H 3.32 -0.50 2.62 0.0726
H 2.61 0.57 3.80 0.1125
H 3.96 0.99 2.59 0.0772
N 4.55 3.41 4.48 -0.6546
O 4.92 3.43 3.31 -0.1039
O 5.46 3.54 5.28 -0.0709
O 3.41 3.16 4.81 0.0148
N 1.44 -3.67 3.49 -0.6536
O 2.11 -4.70 3.67 -0.0969
O 1.96 -2.80 2.82 -0.0689
O 0.33 -3.50 3.99 0.0061
C -0.68 0.49 4.37 0.0822
C -0.13 1.42 5.23 -0.2838
C 0.15 1.01 6.68 -0.3912
O 0.67 1.83 7.52 -0.0379
C -0.05 -0.25 7.19 0.0159
C -0.70 -1.26 6.30 -0.2905
C -1.18 -0.78 4.86 -0.2943
O -1.88 -1.61 4.25 0.0440
O -0.94 -2.49 6.53 -0.0300
O 0.18 2.62 4.79 0.0674
H -0.86 0.75 3.33 0.1024
H 0.17 -0.55 8.20 0.0951
C 4.14 7.79 3.59 -0.0506
C 4.36 8.16 2.29 -0.4240
C 3.37 7.82 1.18 -0.4093
O 3.23 8.44 0.06 -0.1494
C 2.45 6.84 1.36 -0.0602
C 2.35 6.16 2.62 -0.3283
C 3.19 6.73 3.84 -0.3388
O 2.84 6.30 4.98 -0.0510
O 1.62 5.15 2.90 -0.0495
O 5.42 8.85 2.16 -0.1498
H 4.85 8.04 4.37 0.0856
H 1.75 6.46 0.63 0.0591
C 5.49 -5.18 1.93 -0.0689
C 5.11 -3.87 1.30 -0.2089
O 6.24 -3.12 0.79 -0.0053
C 6.34 -1.76 0.66 -0.4702
O 5.41 -0.93 0.71 0.0897
O 7.65 -1.52 0.21 -0.0537
C 7.87 -0.20 -0.27 -0.0530
H 6.09 -5.01 2.82 0.0823
H 5.98 -5.87 1.23 0.0629
H 4.59 -5.75 2.18 0.0767
H 4.59 -3.24 2.01 0.1156
H 4.37 -3.93 0.50 0.1135
H 7.72 0.55 0.50 0.0994
H 7.08 -0.04 -1.01 0.0888
H 8.84 -0.24 -0.78 0.0866
C -5.94 0.21 -11.05 -0.0935
O -5.16 0.29 -9.82 -0.1996
C -5.50 1.44 -9.03 -0.2335
C -4.62 1.77 -7.82 -0.2079
N -4.90 3.11 -7.29 -0.0530
C -4.00 3.46 -6.21 -0.2091
C -4.17 2.66 -4.85 -0.1757
O -3.73 1.30 -4.85 -0.2285
C -2.29 1.10 -5.16 -0.0561
H -7.01 0.32 -10.93 0.0802
H -5.77 -0.70 -11.62 0.0762
H -5.43 0.98 -11.63 0.0821
H -6.52 1.27 -8.69 0.1134
H -5.60 2.38 -9.57 0.1103
H -3.56 1.62 -7.99 0.1221
H -4.81 0.96 -7.12 0.1072
H -5.81 3.09 -6.84 0.1024
H -4.03 4.52 -5.97 0.1095
H -2.95 3.42 -6.53 0.1009
H -5.21 2.51 -4.54 0.1119
H -3.52 3.09 -4.09 0.1191
H -1.81 1.17 -4.18 0.0729
H -1.83 1.77 -5.89 0.0753
H -1.90 0.13 -5.45 0.0614
C 2.58 -1.96 -1.27 -0.0542
O 1.15 -1.81 -1.36 -0.2064
C 0.52 -1.51 -2.57 -0.2518
C 0.60 -2.62 -3.61 -0.2123
N -0.13 -2.26 -4.85 -0.0554
C -0.23 -3.50 -5.67 -0.1974
C -1.01 -3.15 -6.98 -0.2166
O -2.40 -3.14 -6.71 -0.2117
C -3.20 -2.27 -7.53 -0.0980
H 3.14 -1.12 -1.67 0.0946
H 2.83 -2.84 -1.87 0.0708
H 2.78 -2.11 -0.20 0.0831
H 0.93 -0.56 -2.90 0.1266
H -0.54 -1.28 -2.46 0.1053
H 0.15 -3.50 -3.16 0.1210
H 1.67 -2.83 -3.71 0.1095
H -1.10 -2.07 -4.61 0.0869
H -0.72 -4.32 -5.14 0.1135
H 0.81 -3.75 -5.88 0.1127
H -0.99 -4.11 -7.50 0.1036
H -0.56 -2.37 -7.59 0.1216
H -2.87 -1.25 -7.68 0.0757
H -4.09 -2.14 -6.91 0.0852
H -3.44 -2.83 -8.43 0.0819
C -2.59 -3.06 1.42 -0.0954
O -2.27 -4.06 2.40 -0.1889
C -2.13 -5.33 1.82 -0.2389
C -1.41 -6.14 2.93 -0.1878
N -1.93 -5.89 4.31 -0.0155
C -1.09 -6.56 5.34 -0.2060
C -1.71 -6.37 6.66 -0.2469
O -2.01 -4.95 6.78 -0.1821
C -2.48 -4.70 8.10 -0.1419
H -1.85 -3.09 0.62 0.0719
H -2.64 -2.08 1.90 0.0678
H -3.52 -3.36 0.94 0.0673
H -1.42 -5.19 1.01 0.1053
H -3.02 -5.79 1.40 0.1000
H -0.34 -5.94 2.95 0.0981
H -1.44 -7.19 2.63 0.0853
H -2.86 -6.26 4.43 0.0967
H -0.03 -6.29 5.33 0.1264
H -1.23 -7.64 5.23 0.0943
H -1.12 -6.70 7.51 0.1130
H -2.71 -6.80 6.70 0.1041
H -2.63 -3.62 8.15 0.0741
H -1.76 -4.89 8.90 0.0771
H -3.46 -5.09 8.36 0.0646
C -0.28 6.84 -1.42 -0.1577
O -0.52 5.75 -0.53 -0.1618
H -0.78 7.69 -0.96 0.0728
H 0.80 6.93 -1.56 0.0788
H -0.77 6.61 -2.37 0.0555
H 0.07 5.82 0.23 0.0403
C 5.56 4.82 0.11 -0.1608
O 5.11 3.51 0.47 -0.1400
H 6.27 4.92 -0.71 0.0475
H 4.74 5.48 -0.17 0.0682
H 6.14 5.28 0.91 0.0843
H 5.21 3.48 1.43 0.0075
C 6.69 0.57 3.93 -0.1321
O 7.96 1.19 3.59 -0.1468
H 6.53 0.45 5.00 0.0819
H 5.93 1.14 3.40 0.0499
H 6.51 -0.39 3.45 0.0565
H 7.95 2.14 3.70 0.0675
C -6.59 -1.02 1.34 -0.1296
O -5.23 -0.92 0.86 -0.1351
H -6.92 -2.04 1.52 0.0744
H -6.62 -0.36 2.21 0.0830
H -7.20 -0.71 0.49 0.0467
H -5.22 -0.13 0.31 0.0135
C -6.67 1.46 -1.19 -0.1533
O -5.57 1.67 -0.33 -0.1156
H -6.49 1.91 -2.16 0.0692
H -6.96 0.43 -1.37 0.0703
H -7.52 1.92 -0.68 0.0848
H -5.85 2.14 0.46 0.1014
```

Number 1: molar mass 922.07 g/mol. Number 2: molar mass 126.05 g/mol. Number 3: molar mass 1175.22 g/mol.